Molecular formula: C52H60F10N13O32S10
Method: DFT, ωB97M-V/def2-TZVPD

```
177
Properties=species:S:1:pos:R:3:mulliken_charge:R:1
C 4.66 -33.36 -16.21 -1.0382
N 4.10 -32.37 -15.32 0.4040
C 3.34 -31.37 -15.89 -0.5294
C 2.65 -30.50 -15.12 -0.2526
C 2.58 -30.60 -13.75 0.2795
C 3.47 -31.52 -13.24 -0.9282
C 4.15 -32.40 -14.03 -0.5390
C 1.60 -30.09 -12.81 1.7406
C 1.85 -30.14 -11.41 -0.4251
C 0.87 -30.02 -10.50 -0.7110
N -0.36 -29.77 -10.88 0.2651
C -0.74 -29.46 -12.32 0.2637
C 0.31 -29.94 -13.25 -1.7416
C -1.40 -29.89 -9.86 -0.9991
H 3.91 -34.14 -16.43 0.3454
H 5.59 -33.78 -15.92 0.4167
H 4.89 -32.85 -17.13 0.3418
H 3.44 -31.30 -16.96 0.3373
H 2.11 -29.75 -15.65 0.6291
H 3.45 -31.60 -12.24 0.8553
H 4.86 -33.17 -13.50 0.2270
H 2.91 -30.15 -11.10 0.4627
H 1.01 -30.36 -9.37 0.2698
H -1.63 -30.01 -12.48 0.0876
H 0.01 -29.88 -14.34 0.1296
H -1.24 -30.79 -9.24 0.3330
H -2.35 -29.86 -10.43 0.2400
H -1.39 -29.02 -9.19 -0.0342
C 2.84 -24.28 -13.62 -1.2972
N 2.01 -23.05 -13.84 0.4734
C 1.78 -22.24 -12.79 -0.8689
C 0.86 -21.20 -13.05 -0.2597
C 0.43 -20.96 -14.32 1.1016
C 0.71 -21.85 -15.32 -0.4682
C 1.46 -22.90 -15.04 -0.5235
C -0.56 -19.76 -14.43 0.7453
C -0.24 -18.72 -15.33 -1.1937
C -1.10 -17.63 -15.40 -1.2924
N -2.26 -17.67 -14.68 0.6436
C -2.50 -18.65 -13.83 -0.6397
C -1.61 -19.72 -13.56 -0.8411
C -3.09 -16.48 -14.64 -0.9768
H 2.23 -25.08 -13.18 0.4033
H 3.68 -24.06 -12.96 0.3369
H 3.10 -24.64 -14.59 0.4002
H 2.31 -22.39 -11.82 0.5470
H 0.63 -20.48 -12.22 0.5316
H 0.30 -21.73 -16.32 0.6753
H 1.63 -23.75 -15.73 0.3612
H 0.66 -18.77 -15.93 0.6881
H -0.87 -16.83 -16.09 1.3037
H -3.36 -18.50 -13.16 0.4031
H -1.86 -20.57 -12.99 0.8878
H -3.62 -16.29 -15.61 0.1168
H -2.43 -15.64 -14.62 0.4149
H -3.78 -16.56 -13.80 0.3934
C -2.88 -27.71 -7.58 -1.1144
N -2.86 -29.17 -7.28 0.7192
C -4.07 -29.83 -7.33 -1.2411
C -4.13 -31.04 -6.70 -0.3969
C -3.08 -31.40 -5.72 1.2364
C -1.96 -30.75 -5.89 -0.1892
C -1.84 -29.69 -6.63 -0.5012
C -3.22 -32.66 -4.86 0.9604
C -2.13 -33.14 -4.18 -0.5221
C -2.28 -34.35 -3.59 -0.1469
N -3.41 -35.09 -3.61 0.0429
C -4.48 -34.57 -4.23 -0.6195
C -4.40 -33.39 -4.89 -0.5306
C -3.51 -36.45 -3.15 -0.9006
H -2.53 -27.20 -6.71 0.5692
H -3.90 -27.52 -8.00 0.2479
H -2.12 -27.55 -8.38 0.4738
H 10.08 -24.11 -8.70 0.3374
H -5.01 -31.61 -6.66 0.2706
H -1.05 -30.97 -5.30 0.0991
H -0.96 -28.99 -6.45 0.1067
H -1.26 -32.47 -4.10 0.2925
H -1.47 -34.78 -3.10 0.4261
H -5.39 -35.06 -4.24 0.5085
H -5.22 -32.94 -5.40 0.4682
H -3.73 -37.12 -4.01 0.3710
H -4.27 -36.63 -2.29 0.3026
H -2.54 -36.70 -2.78 0.3037
C -6.10 -20.49 -18.64 -1.1230
N -5.78 -20.75 -17.26 0.5933
C -4.53 -20.77 -16.90 -1.1832
C -4.16 -21.35 -15.68 -0.4618
C -5.14 -21.84 -14.88 1.1201
C -6.50 -21.57 -15.18 -0.8435
C -6.82 -21.13 -16.45 -0.6453
C -4.82 -22.90 -13.84 1.4031
C -5.62 -24.06 -13.92 -1.0480
C -5.32 -25.14 -13.15 -0.6877
N -4.22 -25.20 -12.37 0.6554
C -3.39 -24.06 -12.30 -1.2331
C -3.73 -22.91 -12.98 -0.6368
C -4.00 -26.32 -11.49 -0.8367
H -5.19 -20.17 -19.18 0.3354
H -6.92 -19.81 -18.75 0.3674
H -6.40 -21.41 -19.15 0.3509
H -3.77 -20.27 -17.47 0.5396
H -3.07 -21.45 -15.50 0.3270
H -7.18 -21.94 -14.44 0.8771
H -7.86 -21.09 -16.85 0.4006
H -6.33 -24.11 -14.75 0.5281
H -5.94 -26.00 -13.09 0.4778
H -2.54 -24.24 -11.75 0.8589
H -3.24 -22.06 -12.61 0.7090
H -2.94 -26.46 -11.22 -0.0690
H -4.45 -27.21 -11.95 0.4283
H -4.51 -26.21 -10.51 0.3862
N -3.72 -24.04 -16.77 0.1312
S -2.25 -24.41 -16.63 0.7491
O -1.46 -24.02 -17.70 -0.6469
O -1.95 -25.61 -15.96 -0.5917
F -1.96 -23.32 -15.59 -0.0317
S -4.92 -24.73 -17.46 1.0182
O -4.68 -25.68 -18.46 -0.6542
O -5.94 -23.76 -17.73 -0.5573
F -5.69 -25.77 -16.35 -0.3592
N -3.41 -16.07 -19.40 -0.5995
S -2.60 -15.20 -18.30 1.0105
O -1.77 -15.88 -17.38 -0.4392
O -3.38 -14.22 -17.68 -0.6095
F -1.66 -14.51 -19.20 -0.1882
S -4.10 -17.41 -19.20 1.2987
O -4.78 -17.78 -20.39 -0.6022
O -4.77 -17.63 -17.94 -0.5550
F -2.88 -18.51 -19.01 -0.3019
N 2.72 -18.32 -14.60 -0.2715
S 2.36 -16.81 -14.20 1.0701
O 1.30 -16.28 -15.02 -0.4830
O 3.52 -16.17 -13.68 -0.5855
F 1.55 -17.28 -12.89 -0.3034
S 4.08 -19.07 -14.09 1.0688
O 5.24 -18.29 -13.87 -0.5740
O 4.15 -20.35 -14.74 -0.6145
F 3.72 -19.50 -12.61 -0.2791
N 5.34 -29.55 -14.57 0.0505
S 6.58 -29.86 -15.47 1.0408
O 6.04 -30.19 -16.77 -0.6368
O 7.47 -30.84 -14.96 -0.6331
F 7.46 -28.57 -15.51 -0.1989
S 5.25 -28.97 -13.15 1.0135
O 5.19 -29.90 -11.97 -0.6382
O 4.36 -27.88 -13.09 -0.4835
F 6.71 -28.16 -13.04 -0.3511
N -1.41 -24.57 -9.48 -0.1058
S -2.09 -24.55 -8.07 1.0978
O -1.42 -25.33 -7.06 -0.5876
O -3.52 -24.64 -8.23 -0.6269
F -1.96 -23.08 -7.55 -0.2677
S -0.09 -25.08 -9.99 0.5931
O 0.53 -24.29 -10.98 -0.3455
O -0.01 -26.50 -10.34 -0.4462
F 0.85 -24.99 -8.72 -0.3146
O 12.25 -22.74 -10.27 -0.4461
C 11.65 -23.77 -9.52 0.6036
O 12.08 -24.82 -9.42 -0.4139
O 10.53 -23.34 -8.89 -0.4166
H 13.18 -22.96 -10.19 0.3355
O 0.43 -32.91 -8.86 -0.4363
C 0.42 -32.32 -7.52 0.6996
O 0.58 -31.10 -7.65 -0.6666
O 0.29 -33.25 -6.60 -0.7847
H -0.06 -33.75 -8.69 0.2471
O -1.80 -26.32 -13.13 0.6530
C -0.85 -27.28 -13.33 0.1867
O 0.09 -27.39 -14.09 -0.5904
O -1.15 -28.16 -12.33 0.2312
H -1.79 -25.86 -14.00 -0.2756
O -6.47 -19.07 -12.39 -0.5295
C -5.73 -20.28 -12.33 0.7068
O -4.55 -20.08 -12.46 -0.5639
O -6.36 -21.34 -12.12 -0.7591
H -7.25 -19.54 -12.16 0.3004
```

## Properties
LUMO, eV: -1.15
Charge: -1
Frontier orbital gap, eV: 4.241
Energy, Eh: -10117.347475
Strongest force on any atom, eV/Å: 6.68